# 1
Entry from OMol25: the ion C6H10N5 with charge +1 (ωB97M-V with the def2-TZVPD basis set).

The maximum force comes out at 5.7 eV/A. Its SMILES is N#C/N=C\C/C=C(\N)NC=[NH2+]. The value obtained for the highest occupied orbital energy is -12.77 eV. Its net charge is +1.

Geometry as XYZ:
```
21
Properties=species:S:1:pos:R:3:forces:R:3
C -0.849991 -0.723130 -2.141733 2.00 -1.74 5.04
N -1.955727 -0.184765 1.747932 -1.14 0.27 -2.00
H 0.221995 1.199314 3.514101 0.26 0.50 -0.81
H -2.731941 -1.522502 -2.361153 -2.23 -1.53 -1.48
N 0.156012 1.074809 2.496754 -2.52 -1.39 1.11
H -0.169206 -1.749703 0.321745 -0.43 -1.14 0.28
N 1.318446 0.981951 0.499914 -0.24 0.03 -1.70
N -2.652237 -0.877712 -0.456878 -1.69 -0.73 -2.25
H 0.248871 1.354892 -1.825777 -0.63 -1.07 0.15
H -0.894120 0.587229 2.201802 1.87 0.19 0.11
C -2.207952 -1.041482 -1.632185 2.35 1.75 1.54
H 0.855582 -1.112225 1.520632 -0.29 0.14 -0.94
H 1.866012 2.113653 2.298101 -0.61 -1.73 -1.87
C 1.151434 1.361158 1.745226 1.60 2.69 1.99
N 0.583236 -1.145609 0.532841 -0.29 -0.05 -1.04
C -2.237378 -0.361164 0.615681 1.16 0.21 3.75
C 0.529387 -0.002011 -0.236645 0.96 1.34 1.82
H -0.378646 -1.837016 -2.026676 -0.56 2.24 -0.17
H -0.846289 -0.607312 -3.116548 -0.26 0.68 -4.90
C 0.000625 0.342851 -1.434092 -0.03 -1.32 1.02
H 1.956617 1.428783 -0.123525 0.72 0.65 0.34
```
Positions in Å, forces in eV/Å.

Atom charges from the Löwdin analysis, given in e for atoms 1 to 8:
1 C -0.1147
2 N 0.1872
3 H 0.1364
4 H 0.1100
5 N 0.1280
6 H 0.0761
7 N 0.1049
8 N 0.1589



# 2
Entry from OMol25: the ion C6H10NO with charge +1 (ωB97M-V with the def2-TZVPD basis set).

The maximum force comes out at 5.2 eV/A. Its SMILES is C#CC[C@@]1([NH2+]C)CO1. The value obtained for the highest occupied orbital energy is -14.34 eV. Its net charge is +1.

Geometry as XYZ:
```
18
Properties=species:S:1:pos:R:3:forces:R:3
H -0.356111 0.567078 2.531083 0.47 0.26 0.01
H 0.752318 0.802841 -2.217972 -0.70 -0.47 0.99
C 0.272157 1.843365 -0.485146 0.19 0.50 -0.36
C -0.358564 -2.028917 -1.078365 2.04 3.00 1.34
H -0.831925 -2.027878 -1.995454 -1.26 -0.31 -1.59
C -0.694085 -0.035178 1.700566 0.29 4.14 -2.39
H 0.811698 3.721098 0.653593 0.30 -0.43 -0.11
N 0.491933 -0.513099 0.892287 -1.15 -5.04 0.34
C -0.008244 0.725940 -1.377948 2.02 -1.82 0.14
H -1.417615 -0.660127 2.127789 -0.50 -2.04 -0.22
H -1.183082 0.701840 0.941318 0.40 -1.29 1.84
H -0.953547 0.673125 -1.878096 -0.77 0.48 0.12
O 1.028946 -1.647956 -1.193899 0.06 0.54 0.39
C 0.197536 -0.690092 -0.623889 -0.22 -0.06 -0.76
C 0.697237 2.789037 0.125002 -0.76 0.23 0.10
H 1.313862 0.057367 0.947607 0.49 0.79 0.46
H -0.523116 -2.739353 -0.334336 -0.57 -1.32 0.85
H 0.760601 -1.539088 1.265861 -0.33 2.85 -1.15
```
Positions in Å, forces in eV/Å.

Atom charges from the Löwdin analysis, given in e for atoms 1 to 8:
1 H 0.1010
2 H 0.1634
3 C -0.1726
4 C 0.0370
5 H 0.1101
6 C 0.0158
7 H 0.0624
8 N 0.0814



maximum force of number 2 (C6H10NO)? 5.2 eV/A



maximum force of number 1 (C6H10N5)? 5.7 eV/A



Look up the highest occupied orbital energy of the first one. -12.77 eV



The lowest highest occupied orbital energy belongs to which entry? C6H10NO